[1]
Molecular formula: C3H8IN
Method: DFT, wB97M-V/def2-TZVPD

XYZ file:
```
13
C3H8IN (wB97M-V/def2-TZVPD)
I -3.84 -0.99 -1.62
N -1.57 0.74 -0.15
C -0.28 -1.42 0.36
C 0.63 1.03 0.09
C -0.42 -0.05 -0.36
H -0.93 -2.06 -0.26
H 1.10 0.92 1.01
H -0.16 -0.16 -1.40
H -0.63 -1.33 1.35
H 0.77 -1.74 0.56
H 0.29 2.04 0.08
H 1.57 1.07 -0.54
H -1.77 1.23 -0.99
```

HOMO (alpha / beta), eV: -8.9954 / -8.9923
HOMO-LUMO gap (alpha / beta), hartree: 0.218 / 0.218
Electronic energy, a.u.: -471.41247

[2]
Molecular formula: C3H8IN2
Method: DFT, wB97M-V/def2-TZVPD

XYZ file:
```
14
C3H8IN2 (wB97M-V/def2-TZVPD)
I -1.69 -2.54 0.85
N 1.10 1.13 0.09
N -1.35 -0.37 -1.49
C -0.55 -0.80 -0.47
C 1.09 0.20 1.23
C -0.10 0.37 0.47
H -1.93 0.50 -1.55
H 1.44 0.50 2.26
H 0.96 2.03 0.55
H -1.63 -1.06 -2.13
H -0.98 0.99 0.81
H 1.78 -0.64 0.89
H 1.63 1.08 -0.75
H 0.22 -1.40 -0.75
```

SMILES string: N[C@H](I)[C@H]1C[NH2+]1
HOMO, eV: -12.4860
HOMO-LUMO gap, hartree: 0.313
Charge: +1
Electronic energy, a.u.: -525.97994

[3]
Molecular formula: C3H8N
Method: DFT, wB97M-V/def2-TZVPD

XYZ file:
```
12
C3H8N (wB97M-V/def2-TZVPD)
N 0.00 0.51 -1.51
C 0.27 -1.37 0.41
C -0.49 0.94 1.04
C 0.48 0.14 0.49
H -1.54 0.58 1.04
H -0.30 -1.45 -0.54
H -0.28 1.90 1.48
H 1.23 -1.91 0.30
H 0.23 0.51 -2.49
H 1.31 0.56 -0.13
H -0.30 -1.75 1.28
H -0.60 1.34 -1.36
```

HOMO, eV: -15.0179
HOMO-LUMO gap, hartree: 0.217
Charge: +1
Electronic energy, a.u.: -173.33361

[4]
Molecular formula: C3H8N
Method: DFT, wB97M-V/def2-TZVPD

XYZ file:
```
12
C3H8N (wB97M-V/def2-TZVPD)
N 1.03 -0.66 0.60
C -0.10 -0.20 -1.45
C -0.94 0.91 0.71
C -0.14 -0.02 -0.16
H -0.84 0.13 -2.18
H 0.60 -1.57 0.82
H 1.82 -0.92 0.02
H -1.20 1.79 0.13
H -0.40 1.27 1.57
H 1.28 -0.21 1.48
H 0.70 -0.53 -2.10
H -1.85 0.41 1.05
```

SMILES string: C=C(C)[NH3+]
HOMO, eV: -15.2272
HOMO-LUMO gap, hartree: 0.420
Charge: +1
Electronic energy, a.u.: -173.56398

[5]
Molecular formula: C3H8N2
Method: DFT, wB97M-V/def2-TZVPD

XYZ file:
```
13
C3H8N2 (wB97M-V/def2-TZVPD)
N -0.85 0.26 0.27
N -2.18 -0.32 -0.26
C 2.02 1.10 -0.73
C 1.71 -0.14 -0.41
C -1.55 -0.77 1.01
H 0.71 -0.30 -0.12
H -2.23 -1.10 -0.92
H 1.58 2.05 -0.23
H -0.85 1.29 0.38
H 2.29 -1.09 -0.72
H -1.36 -1.84 1.04
H 3.10 1.20 -1.10
H -2.39 -0.35 1.78
```

SMILES string: C1NN1.C=C
HOMO, eV: -9.0153
HOMO-LUMO gap, hartree: 0.370
Electronic energy, a.u.: -228.41180

[6]
Molecular formula: C3H8N2
Method: DFT, wB97M-V/def2-TZVPD

XYZ file:
```
13
C3H8N2 (wB97M-V/def2-TZVPD)
N -0.94 -0.10 -1.15
N 2.27 1.69 1.56
C -1.76 -0.03 -2.11
C -1.27 -0.86 0.05
C 2.66 0.57 1.11
H 1.98 1.57 2.54
H 2.76 0.54 0.03
H -1.34 -1.94 -0.16
H 2.88 -0.27 1.77
H -2.22 -0.44 0.38
H -2.23 -1.00 -2.38
H -2.16 0.88 -2.55
H -0.64 -0.60 0.90
```

SMILES string: C=NC.C=N
HOMO, eV: -8.6450
HOMO-LUMO gap, hartree: 0.343
Electronic energy, a.u.: -228.49406

[7]
Molecular formula: C3H8N2
Method: DFT, wB97M-V/def2-TZVPD

XYZ file:
```
13
C3H8N2 (wB97M-V/def2-TZVPD)
N -1.09 1.06 0.26
N 1.27 -1.49 -0.35
C -0.82 1.04 1.68
C -0.20 1.59 -0.47
C 0.69 -2.21 -1.21
H -0.12 -2.86 -0.87
H -0.04 1.73 2.03
H 0.69 2.11 -0.11
H -1.72 1.29 2.26
H 0.90 -2.20 -2.28
H 1.85 -0.80 -0.82
H -0.48 1.50 -1.52
H -0.54 0.03 1.97
```

SMILES string: C=NC.C=N
HOMO, eV: -9.7216
HOMO-LUMO gap, hartree: 0.399
Electronic energy, a.u.: -228.54074

[8]
Molecular formula: C3H8N2
Method: DFT, wB97M-V/def2-TZVPD

XYZ file:
```
13
C3H8N2 (wB97M-V/def2-TZVPD)
N 2.02 0.90 -0.24
N -0.84 0.25 0.74
C 2.71 0.20 -1.04
C -1.36 0.87 -0.22
C -1.48 -0.97 1.21
H 2.36 -0.76 -1.43
H 1.07 0.52 -0.13
H -1.95 0.38 -1.02
H -0.94 -1.38 2.06
H 3.64 0.61 -1.42
H -2.49 -0.86 1.63
H -1.06 1.89 -0.49
H -1.67 -1.64 0.36
```

SMILES string: C=NC.C=N
HOMO, eV: -9.5965
HOMO-LUMO gap, hartree: 0.386
Electronic energy, a.u.: -228.52803

Asked for relative energy (zero: lowest compared OMol25 entry of this formula, charge and spin) across the records above, the calculation gives 2.766; 1.795; 6.779; 0.511; 6.445; 4.207; 2.937; 3.282 eV in order.